{
  "formula": "C29H45O2Si4",
  "method": "ωB97M-V with the def2-TZVPD basis set",
  "largest_force_ev_per_a": 1.73,
  "total_charge": 1,
  "orbital_gap_ev": 5.31,
  "species": ["C", "Si", "C", "C", "Si", "H", "Si", "C", "C", "C", "Si", "C", "C", "C", "H", "H", "H", "H", "H", "H", "H", "H", "H", "H", "H", "H", "H", "H", "H", "H", "H", "H", "H", "H", "H", "H", "H", "H", "H", "H", "H", "C", "O", "C", "C", "C", "C", "C", "C", "C", "C", "C", "O", "C", "C", "C", "C", "C", "C", "C", "C", "C", "C", "H", "H", "H", "H", "H", "H", "H", "H", "H", "H", "H", "H", "H", "H", "H", "H", "H"],
  "coordinates": [[-1.628, -5.006, -1.052], [-1.571, -3.164, -0.645], [-2.890, -2.233, -1.589], [-1.743, -2.886, 1.198], [0.524, -2.925, -1.509], [0.474, 0.420, 0.240], [2.275, -3.444, -0.139], [2.159, -5.276, -0.558], [3.903, -2.718, -0.702], [2.001, -3.137, 1.685], [0.819, -2.659, -3.736], [0.719, -4.516, -3.997], [-0.588, -1.750, -4.542], [2.497, -1.974, -4.149], [-2.619, -5.330, -0.711], [-1.526, -5.191, -2.128], [-0.850, -5.568, -0.520], [-3.856, -2.555, -1.174], [-2.790, -1.147, -1.454], [-2.875, -2.453, -2.663], [-2.773, -3.165, 1.463], [-1.049, -3.501, 1.784], [-1.585, -1.833, 1.465], [2.979, -5.725, 0.017], [1.200, -5.708, -0.247], [2.305, -5.461, -1.629], [4.674, -3.218, -0.097], [4.105, -2.905, -1.763], [3.956, -1.636, -0.518], [2.865, -3.581, 2.200], [1.966, -2.063, 1.913], [1.083, -3.605, 2.060], [0.855, -4.581, -5.084], [1.517, -5.054, -3.469], [-0.256, -4.925, -3.700], [-0.350, -1.817, -5.613], [-1.563, -2.214, -4.345], [-0.626, -0.695, -4.237], [2.528, -2.033, -5.247], [2.604, -0.927, -3.832], [3.316, -2.564, -3.718], [5.409, 2.259, 4.308], [5.400, 1.775, 2.943], [4.259, 1.903, 2.212], [4.222, 1.251, 0.958], [3.042, 1.144, 0.259], [1.880, 1.798, 0.731], [0.590, 1.450, 0.054], [-0.734, 2.062, 0.423], [-1.673, 2.269, -0.584], [-2.936, 2.742, -0.282], [-3.276, 2.942, 1.076], [-4.573, 3.372, 1.407], [-4.765, 4.762, 1.507], [-5.481, 5.407, 0.486], [-5.601, 6.799, 0.530], [-5.067, 7.526, 1.590], [-4.391, 6.865, 2.620], [-4.222, 5.473, 2.582], [-2.359, 2.667, 2.091], [-1.134, 2.114, 1.757], [1.934, 2.534, 1.902], [3.094, 2.592, 2.667], [6.404, 2.047, 4.708], [5.226, 3.343, 4.315], [4.650, 1.728, 4.900], [5.138, 0.780, 0.611], [3.012, 0.585, -0.680], [0.721, 1.607, -1.012], [-1.390, 2.082, -1.639], [-3.668, 2.923, -1.067], [-5.908, 4.819, -0.326], [-6.140, 7.306, -0.274], [-5.195, 8.606, 1.634], [-3.996, 7.421, 3.468], [-3.678, 4.948, 3.370], [-2.620, 2.849, 3.133], [-0.444, 1.776, 2.536], [1.037, 3.077, 2.218], [3.042, 3.116, 3.611]],
  "forces_ev_per_angstrom": [[-0.1, 0.1, 0.1], [-0.7, -0.2, 0.2], [0.1, 0.0, 0.0], [0.1, 0.1, 0.0], [0.0, 1.3, 0.7], [-0.2, -1.7, -0.1], [0.4, 0.0, 0.2], [0.1, 0.1, 0.1], [0.0, 0.0, 0.0], [-0.1, 0.0, -0.1], [0.0, 0.1, 0.2], [0.0, 0.2, -0.2], [0.2, 0.0, -0.1], [-0.1, 0.0, -0.2], [0.2, -0.3, -0.1], [-0.2, -0.1, 0.3], [-0.4, 0.0, -0.1], [0.1, 0.2, -0.2], [-0.1, -0.2, 0.0], [-0.1, 0.0, 0.3], [0.3, 0.1, 0.0], [-0.2, 0.1, -0.1], [-0.1, -0.2, 0.0], [-0.2, -0.3, -0.2], [0.4, 0.0, 0.0], [0.1, -0.1, 0.4], [0.0, 0.2, -0.2], [0.0, 0.0, 0.3], [0.0, -0.3, 0.0], [-0.2, 0.2, 0.0], [0.1, -0.3, 0.0], [0.3, 0.1, -0.1], [-0.1, -0.6, 0.1], [-0.2, 0.1, -0.4], [0.3, 0.0, -0.3], [-0.4, 0.2, 0.1], [0.3, 0.1, -0.2], [0.0, -0.3, -0.2], [0.4, 0.2, 0.2], [0.0, -0.3, -0.2], [-0.2, 0.1, -0.3], [-0.2, 0.0, -0.7], [0.0, 0.2, 0.3], [-1.2, 0.4, 0.6], [0.5, 0.0, 0.8], [-0.5, 0.8, 0.3], [0.3, -0.4, 0.2], [-0.1, 1.2, -0.7], [0.1, -1.0, 0.3], [0.3, 0.5, -0.5], [-0.5, -0.1, 0.9], [-0.3, 0.5, -0.4], [0.5, 0.1, -0.1], [0.3, 0.2, -0.3], [0.5, 0.0, 0.6], [-0.2, -0.3, -0.1], [0.1, -0.1, 0.2], [-0.1, -0.4, -0.1], [-0.3, 0.2, -0.4], [-0.6, -0.2, -0.1], [0.3, 0.6, 0.0], [0.0, 0.2, -0.2], [1.0, -0.7, -0.5], [-0.2, 0.0, -0.2], [0.0, -0.3, 0.1], [0.2, 0.2, -0.1], [-0.1, 0.0, 0.0], [0.0, 0.1, 0.2], [0.0, -0.2, -0.3], [-0.2, 0.2, 0.7], [0.1, 0.0, 0.3], [0.1, 0.1, 0.2], [0.2, -0.1, 0.3], [0.1, -0.2, 0.0], [-0.1, -0.1, -0.2], [-0.2, 0.2, -0.3], [-0.1, -0.2, -0.3], [-0.4, 0.2, -0.3], [0.6, -0.2, 0.0], [0.3, 0.0, 0.0]]
}

{
  "formula": "C29H46BrN3P2SSn",
  "method": "ωB97M-V with the def2-TZVPD basis set",
  "largest_force_ev_per_a": 5.91,
  "de_lowest_kcal_mol": 30.4,
  "total_charge": 2,
  "orbital_gap_ev": 5.22,
  "species": ["C", "C", "C", "C", "N", "C", "C", "C", "C", "C", "C", "C", "C", "C", "Sn", "P", "H", "H", "H", "H", "H", "H", "H", "H", "C", "C", "H", "H", "H", "H", "H", "C", "C", "H", "H", "H", "H", "H", "C", "C", "H", "H", "H", "H", "H", "Br", "P", "C", "C", "H", "H", "H", "H", "H", "C", "C", "H", "H", "H", "H", "H", "C", "C", "H", "H", "H", "H", "H", "S", "C", "N", "C", "C", "C", "N", "H", "H", "H", "H", "H", "H", "H", "H"],
  "coordinates": [[-0.363, 3.842, -7.343], [0.247, 4.362, -6.172], [0.696, 5.710, -6.200], [0.522, 6.455, -7.389], [-0.068, 5.940, -8.474], [-0.495, 4.671, -8.476], [0.414, 3.549, -4.972], [0.527, 2.710, -4.068], [0.735, 1.577, -3.195], [-0.369, 0.847, -2.720], [-0.235, -0.500, -2.168], [1.091, -1.060, -2.065], [2.171, -0.164, -2.283], [2.034, 1.048, -2.926], [0.198, 1.628, 0.348], [-1.910, -0.253, 1.794], [1.124, 6.210, -5.341], [-0.794, 2.830, -7.410], [0.852, 7.492, -7.448], [-0.975, 4.299, -9.395], [2.913, 1.609, -3.310], [-1.325, 1.401, -2.960], [3.175, -0.482, -1.972], [-1.193, -0.934, -1.852], [-1.878, -1.215, 3.446], [-2.475, -0.318, 4.552], [-0.828, -1.519, 3.668], [-2.475, -2.144, 3.300], [-2.524, -0.885, 5.489], [-1.856, 0.579, 4.734], [-3.501, 0.006, 4.290], [-2.218, 1.513, 2.213], [-2.831, 2.243, 1.051], [-1.245, 1.937, 2.488], [-2.804, 1.564, 3.123], [-2.672, 3.307, 1.178], [-2.432, 1.995, 0.065], [-3.914, 2.107, 1.018], [-3.467, -0.949, 1.046], [-4.697, -0.803, 1.926], [-3.252, -2.018, 0.782], [-3.560, -0.411, 0.089], [-5.566, -1.132, 1.347], [-4.646, -1.443, 2.817], [-4.872, 0.239, 2.231], [1.864, -2.472, -1.434], [3.046, 1.061, 2.127], [1.412, 1.344, 2.946], [1.606, 2.149, 4.245], [0.874, 0.416, 3.221], [0.733, 2.065, 2.320], [0.663, 2.575, 4.609], [2.012, 1.506, 5.032], [2.312, 2.971, 4.094], [3.321, -0.725, 1.841], [4.762, -0.956, 2.308], [3.161, -1.120, 0.822], [2.657, -1.332, 2.464], [5.015, -2.009, 2.377], [5.518, -0.521, 1.658], [4.968, -0.515, 3.284], [3.011, 1.836, 0.484], [3.466, 3.305, 0.560], [1.938, 1.957, -0.028], [3.591, 1.291, -0.267], [3.571, 3.725, -0.445], [2.768, 3.945, 1.117], [4.436, 3.363, 1.045], [-1.066, -2.794, 0.089], [-0.850, -4.402, 0.511], [0.220, -5.116, 0.095], [0.436, -6.540, 0.410], [-0.915, -7.223, 0.530], [-1.813, -6.482, 1.491], [-1.796, -5.042, 1.242], [0.951, -4.529, -0.318], [0.994, -6.667, 1.359], [1.058, -6.963, -0.388], [-0.803, -8.243, 0.885], [-1.374, -7.310, -0.458], [-1.494, -6.716, 2.518], [-2.864, -6.760, 1.408], [-2.648, -4.516, 1.388]],
  "forces_ev_per_angstrom": [[-0.2, 0.1, -0.1], [0.0, 0.7, -0.2], [-0.5, -0.2, -0.9], [-0.4, -1.2, 0.5], [0.1, 0.0, -0.2], [0.3, 0.2, 1.1], [0.0, -2.0, 1.3], [0.0, 1.7, -1.8], [0.6, -0.5, -0.1], [-0.1, -0.3, 0.0], [0.4, 1.4, -0.3], [-1.7, 5.6, -0.5], [0.1, 1.2, -0.9], [-0.3, 1.1, -0.6], [-2.8, -1.7, -0.6], [0.4, -1.0, 0.2], [0.1, -0.3, 0.1], [0.5, 0.5, 0.3], [-0.1, -0.2, 0.0], [0.3, 0.2, 0.5], [-0.6, -0.4, 0.6], [0.7, -1.4, 0.6], [-0.5, 0.1, -0.5], [0.9, -0.5, -0.3], [0.5, 0.6, -0.4], [0.0, -0.3, 0.1], [-0.8, 0.2, -0.1], [0.5, 0.7, -0.1], [0.0, 0.2, -0.1], [-0.3, -0.4, 0.0], [0.5, -0.2, 0.3], [-0.1, -0.9, 0.3], [-0.6, 0.8, 0.0], [0.0, 0.1, 0.2], [-0.3, 0.4, -0.1], [0.0, 0.4, 0.0], [0.0, -0.3, -0.2], [0.1, -0.2, -0.2], [0.5, 0.1, -0.5], [-0.3, 0.1, 0.0], [-0.1, 1.2, 0.3], [-0.3, -0.2, 0.2], [0.0, 0.1, 0.1], [0.0, 0.3, -0.2], [0.0, -0.3, 0.0], [0.9, -5.2, 1.6], [0.9, -0.3, 0.6], [-1.1, 0.8, 0.0], [0.1, 0.3, 0.1], [0.0, 0.4, -0.7], [0.8, -0.9, 1.1], [0.1, -0.2, -0.1], [0.0, 0.0, -0.2], [-0.1, -0.1, 0.0], [0.0, -0.7, 0.0], [0.6, -0.3, 0.1], [0.0, 0.5, 0.2], [-0.1, 0.2, 0.1], [-0.1, -0.2, 0.0], [-0.1, 0.2, -0.3], [-0.3, 0.0, 0.1], [-1.2, 1.3, -0.9], [-0.2, 0.0, -0.4], [3.1, -0.1, -0.1], [-0.2, -0.1, 0.3], [-0.1, 0.0, 0.1], [0.1, -0.2, 0.0], [0.1, 0.0, 0.1], [0.2, 0.5, 0.1], [-0.2, -1.5, 0.2], [-0.1, 0.7, 0.4], [0.3, 0.2, 0.3], [-0.2, -0.3, -0.6], [-0.2, 0.1, 0.5], [0.6, 0.4, -0.4], [-0.5, -0.8, 0.2], [-0.2, 0.3, -0.4], [-0.3, 0.0, 0.2], [0.2, -0.1, 0.1], [0.0, 0.2, 0.0], [-0.1, 0.3, -0.2], [0.1, -0.4, -0.1], [0.3, -0.1, 0.0]]
}